# 1
Below is a 28-piece molecular cluster, H56O28 overall, with properties calculated with wB97M-V/def2-TZVPD.

Geometry as XYZ:
```
84
Properties=species:S:1:pos:R:3:forces:R:3
O 17.060 8.085 -9.465 -0.2 0.9 0.1
H 17.597 7.363 -9.139 0.3 -0.8 -0.2
H 16.162 7.759 -9.410 -0.2 0.0 0.0
O 18.820 5.178 -5.899 -0.1 0.5 0.4
H 19.359 4.896 -5.159 0.2 -0.3 0.2
H 18.987 4.526 -6.579 -0.2 -0.3 -0.6
O 21.960 11.384 -3.399 0.5 0.3 -0.3
H 22.236 11.488 -2.489 0.0 0.1 0.2
H 21.529 10.530 -3.423 -0.5 -0.4 0.1
O 17.932 9.394 -2.828 -0.3 0.7 -0.3
H 18.241 8.582 -3.230 -0.4 -0.3 -0.5
H 17.848 9.184 -1.898 0.1 0.2 0.8
O 18.667 7.095 -3.803 0.6 -0.2 -0.4
H 18.683 6.624 -4.636 -0.2 0.1 -0.8
H 18.372 6.445 -3.165 -0.2 0.1 0.7
O 21.870 7.900 -5.522 0.4 -0.6 0.3
H 22.588 8.532 -5.501 0.3 0.2 0.0
H 21.262 8.250 -6.174 -0.7 0.4 -0.2
O 15.446 9.548 -4.634 -0.9 -0.2 0.4
H 16.083 9.939 -4.035 0.4 0.0 0.3
H 15.943 9.374 -5.433 0.5 0.1 -0.5
O 17.084 2.995 -3.782 -0.3 -0.2 0.4
H 17.965 3.338 -3.629 0.3 -0.1 -0.3
H 16.935 3.128 -4.718 -0.2 0.2 -0.3
O 17.509 5.823 -1.786 0.2 -0.1 -0.2
H 17.951 5.002 -2.002 -0.2 -0.5 0.0
H 17.404 5.796 -0.835 -0.2 0.2 0.5
O 21.272 9.097 -0.283 0.2 -0.2 0.7
H 22.001 9.714 -0.345 0.1 0.1 0.1
H 20.872 9.109 -1.152 0.0 -0.1 -0.7
O 20.228 3.179 -0.821 0.0 0.0 0.0
H 20.123 2.766 0.037 0.2 -0.7 0.1
H 21.114 3.541 -0.805 0.5 0.2 0.1
O 18.639 4.453 0.961 -0.4 -0.1 0.4
H 19.170 4.072 0.262 0.1 0.4 -0.6
H 18.143 3.715 1.316 -0.2 -0.1 0.3
O 19.782 3.729 -3.431 0.1 0.5 -0.5
H 19.810 3.551 -2.491 0.0 -0.3 0.5
H 20.639 3.449 -3.754 0.1 -0.2 -0.2
O 20.441 8.972 -7.635 0.2 -0.2 0.2
H 21.159 8.544 -8.102 0.2 -0.2 -0.4
H 19.958 9.442 -8.315 -0.4 0.3 -0.1
O 21.888 5.111 -6.008 0.0 -0.7 -0.2
H 22.062 4.535 -5.263 0.2 -0.2 0.0
H 21.685 5.959 -5.613 0.1 0.9 0.0
O 18.174 12.046 -3.692 0.1 0.7 -0.4
H 18.322 11.123 -3.484 0.0 -0.6 0.4
H 17.309 12.237 -3.331 -0.2 0.0 0.1
O 13.693 5.197 -1.399 -0.3 -0.2 0.2
H 14.392 5.479 -0.809 0.2 0.0 0.2
H 13.640 5.891 -2.056 0.2 0.2 -0.4
O 18.635 2.934 -7.852 0.1 0.3 0.0
H 19.491 2.574 -8.084 0.3 -0.1 -0.2
H 18.199 2.229 -7.374 -0.3 -0.2 0.1
O 17.453 9.175 -6.467 0.0 0.1 0.0
H 17.717 8.459 -7.046 -0.1 -0.2 -0.4
H 18.228 9.347 -5.931 0.2 0.2 0.3
O 21.083 5.071 -8.799 0.1 -0.1 -0.3
H 21.286 5.000 -7.866 0.2 0.1 0.8
H 21.708 4.484 -9.225 0.1 0.0 -0.3
O 15.625 5.584 0.895 0.1 0.2 -0.3
H 15.408 6.057 1.698 -0.1 0.2 0.3
H 15.921 4.725 1.194 0.0 -0.2 0.0
O 20.839 8.697 -3.100 0.4 0.6 0.7
H 21.332 8.243 -3.783 0.1 -0.2 -0.4
H 19.975 8.286 -3.114 -0.3 -0.2 -0.2
O 15.429 6.809 -3.703 -0.2 -0.8 0.1
H 16.280 6.628 -3.304 0.1 -0.1 0.3
H 15.511 7.696 -4.052 -0.2 1.0 -0.3
O 18.756 7.060 1.827 -0.2 0.4 0.3
H 18.653 6.149 1.552 0.0 -0.4 -0.1
H 19.641 7.102 2.190 0.2 0.1 0.1
O 14.863 5.022 -5.845 0.0 -0.7 -0.6
H 14.416 5.765 -6.251 -0.1 0.2 0.0
H 15.285 5.390 -5.069 0.0 0.5 0.6
O 14.800 8.837 0.147 0.2 0.2 0.1
H 13.874 8.838 0.388 -0.3 0.0 0.0
H 15.082 7.932 0.280 0.1 -0.3 -0.2
O 18.556 5.862 -9.219 -0.5 0.3 -0.1
H 18.301 4.944 -9.132 -0.1 -0.3 0.1
H 19.507 5.859 -9.109 0.4 -0.2 0.0
O 18.508 9.150 -0.053 -0.6 0.3 -0.4
H 17.896 8.740 0.558 -0.1 -0.1 0.2
H 19.374 8.937 0.295 0.4 0.0 0.1
```
Positions in Å, forces in eV/Å.

## Properties
Gap between HOMO and LUMO: 8.55 eV
ΔE to the lowest compared entry with this formula, charge and spin: 74.90 kcal per mole
E_tot: -2140.3280 hartree

# 2
Below is a 9-piece molecular cluster, C5H27NO8 overall, with properties calculated with wB97M-V/def2-TZVPD.

Geometry as XYZ:
```
41
Properties=species:S:1:pos:R:3:forces:R:3
C -0.202 -1.101 -0.105 -1.4 -1.3 -0.6
N 0.119 0.072 -0.408 0.8 0.3 0.7
C 0.453 0.968 0.735 -0.3 -0.1 -0.5
C 1.649 0.426 1.522 -0.3 1.0 0.4
C 2.027 1.195 2.831 -1.0 -0.8 -1.7
C 2.540 0.246 3.885 0.1 0.3 1.6
H -0.510 -1.824 -0.860 0.4 0.3 -0.6
H -0.425 -1.610 0.836 0.5 0.8 0.7
H 0.557 1.963 0.300 0.4 0.1 0.2
H -0.405 1.030 1.401 -0.1 -0.1 0.0
H 2.547 0.458 0.908 -0.1 -0.8 -0.3
H 1.296 -0.561 1.802 0.7 -0.4 -0.1
H 1.138 1.735 3.152 0.0 0.0 0.3
H 2.752 1.930 2.512 0.4 0.3 0.4
H 2.306 0.680 4.866 0.5 0.1 0.0
H 2.063 -0.731 3.988 -0.2 0.0 -0.8
H 3.615 0.073 3.853 0.0 0.0 -0.2
O -1.727 -4.113 -1.857 0.2 -1.7 -0.2
H -2.497 -3.831 -1.371 0.1 0.9 0.0
H -1.162 -3.422 -2.186 -0.3 0.8 0.1
O -0.972 -3.966 1.072 -0.7 -0.9 0.3
H -1.603 -4.315 1.719 0.2 0.6 0.4
H -0.995 -4.729 0.478 0.5 0.4 -0.6
O 1.331 2.678 -3.852 0.1 0.0 0.5
H 1.844 2.172 -3.211 0.1 -0.2 -0.3
H 1.102 3.452 -3.325 -0.2 0.2 -0.2
O -0.097 0.006 -3.232 -0.3 -0.6 -0.5
H -0.011 0.720 -3.870 0.3 0.3 0.1
H 0.298 0.259 -2.389 0.1 0.2 0.4
O -2.555 0.923 -2.089 0.2 0.1 0.1
H -1.627 0.725 -2.315 -0.4 -0.1 0.0
H -3.041 0.647 -2.870 0.0 0.0 0.0
O -1.121 3.001 2.475 0.0 0.1 0.0
H -0.526 3.613 2.917 0.0 0.1 0.1
H -1.366 3.431 1.650 -0.1 0.0 0.0
O 3.166 -1.491 -2.313 0.8 -0.3 0.1
H 2.874 -0.620 -2.046 -0.5 0.0 -0.1
H 2.432 -2.002 -2.656 -0.3 0.4 0.0
O -3.520 1.248 2.565 0.1 0.4 0.5
H -3.451 0.541 1.940 -0.1 -0.6 -0.6
H -2.606 1.520 2.711 0.0 0.3 0.1
```
Positions in Å, forces in eV/Å.

## Properties
Gap between HOMO and LUMO: 10.20 eV
ΔE to the lowest compared entry with this formula, charge and spin: 49.87 kcal per mole
E_tot: -863.3133 hartree
SMILES string: C=NCCCC.O.O.O.O.O.O.O.O

# 3
Below is C3H6OS as an isolated structure, with properties calculated with wB97M-V/def2-TZVPD.

Geometry as XYZ:
```
11
Properties=species:S:1:pos:R:3:forces:R:3
C -0.388 -0.147 0.333 0.0 2.2 2.7
C 0.863 -0.963 -0.186 -1.4 -4.9 4.6
C 0.451 0.990 -0.285 0.7 -1.1 -2.0
H -2.604 0.953 0.657 0.8 -1.5 -1.1
H -0.364 0.044 1.453 -0.1 -0.9 -1.2
H 1.275 -1.951 0.560 -1.1 3.1 -1.7
H 0.490 -1.626 -1.000 1.3 1.5 -1.2
H 0.718 2.056 0.179 -1.4 -2.1 -1.6
H 0.070 0.600 -1.454 1.4 3.1 2.2
O 1.672 0.171 -0.064 -0.7 0.0 -1.7
S -2.183 -0.126 -0.193 0.4 0.7 1.1
```
Positions in Å, forces in eV/Å.

## Properties
Gap between HOMO and LUMO: 10.04 eV
ΔE to the lowest compared entry with this formula, charge and spin: 99.74 kcal per mole
E_tot: -591.1741 hartree

# 4
Below is C54H58BaCl3N5O6P2S as an isolated structure, with properties calculated with wB97M-V/def2-TZVPD.

Geometry as XYZ:
```
130
Properties=species:S:1:pos:R:3:forces:R:3
Ba 0.543 0.710 0.439 -0.4 0.3 0.6
C 1.215 -2.068 5.021 0.0 -0.1 0.0
C 0.904 -0.611 5.340 -0.1 0.1 0.2
C -0.347 -0.540 6.217 -0.1 0.0 0.0
P 0.670 0.450 3.826 0.7 -0.4 -0.5
C 0.846 2.200 4.449 0.1 0.0 0.0
C -0.549 2.819 4.556 -0.1 0.1 0.0
C 1.635 2.431 5.736 0.0 0.0 0.1
C 2.318 0.118 2.990 -0.2 -0.4 0.1
C 3.482 0.847 3.202 0.0 0.2 0.0
C 4.671 0.536 2.560 0.0 0.1 0.1
C 4.707 -0.536 1.681 0.1 0.0 -0.2
C 3.581 -1.301 1.451 0.0 0.1 0.2
C 2.374 -1.020 2.117 -0.7 0.0 0.3
N 1.175 -1.669 1.876 0.4 0.4 0.2
C 1.087 -2.999 1.668 -0.4 -0.1 -0.2
C 2.102 -3.944 1.953 0.0 0.0 0.0
C 1.907 -5.301 1.778 0.1 0.0 0.0
C 0.700 -5.793 1.310 0.0 0.0 0.0
C -0.323 -4.883 1.055 0.0 -0.1 -0.1
C -0.179 -3.515 1.219 0.0 0.0 0.1
P -1.547 -2.291 0.950 0.7 -0.2 -0.2
C -2.813 -3.326 0.067 -0.2 0.2 0.1
C -4.196 -2.681 0.167 0.0 0.2 0.0
C -2.389 -3.399 -1.398 0.1 -0.1 -0.1
C -2.104 -2.060 2.704 0.0 -0.1 0.1
C -3.082 -0.901 2.874 -0.1 0.2 0.0
C -2.564 -3.322 3.425 0.0 0.0 0.0
H 1.388 -2.598 5.963 0.0 0.0 0.0
H 0.387 -2.559 4.507 0.0 0.0 0.0
H 2.096 -2.186 4.395 0.0 0.0 0.0
H 1.753 -0.204 5.901 0.0 0.0 -0.1
H -1.215 -0.920 5.672 0.0 0.0 0.0
H -0.221 -1.158 7.111 0.0 0.0 0.0
H -0.583 0.473 6.544 0.0 0.0 0.0
H 1.345 2.714 3.618 0.1 0.0 0.0
H -0.478 3.866 4.864 0.0 0.0 0.0
H -1.074 2.796 3.599 0.0 0.0 0.0
H -1.169 2.298 5.289 0.0 0.0 0.0
H 1.086 2.053 6.602 0.0 0.0 0.0
H 2.611 1.947 5.737 0.0 0.0 0.0
H 1.790 3.501 5.900 0.0 0.0 0.0
H 3.462 1.709 3.859 0.0 0.0 0.0
H 5.542 1.161 2.709 0.0 0.0 0.0
H 5.612 -0.744 1.124 0.0 0.0 0.0
H 3.606 -2.114 0.737 0.0 0.0 0.0
H 3.051 -3.600 2.341 0.0 0.0 0.0
H 2.720 -5.980 2.016 0.0 0.0 0.0
H 0.544 -6.855 1.160 0.0 0.0 0.0
H -1.270 -5.279 0.713 0.0 0.0 0.0
H -2.875 -4.341 0.466 0.0 0.0 0.1
H -4.157 -1.622 -0.102 0.0 0.0 0.0
H -4.890 -3.162 -0.529 0.0 0.0 0.0
H -4.621 -2.753 1.168 0.0 0.0 0.0
H -2.335 -2.394 -1.825 0.0 0.0 0.0
H -1.413 -3.876 -1.509 0.0 0.0 0.0
H -3.118 -3.978 -1.973 0.0 0.0 0.0
H -1.154 -1.728 3.142 0.0 -0.1 0.0
H -4.095 -1.152 2.558 0.0 0.0 0.0
H -3.135 -0.606 3.928 0.0 0.0 0.0
H -2.772 -0.017 2.313 0.0 0.0 0.0
H -3.491 -3.712 2.996 0.0 0.0 0.0
H -1.811 -4.109 3.368 0.0 0.0 0.0
H -2.766 -3.120 4.483 0.0 0.0 0.0
O -3.011 2.571 1.310 -0.1 0.0 0.2
C -3.770 2.163 0.192 0.0 -0.1 0.1
C -2.961 1.117 -0.671 -0.1 0.3 -0.1
O -3.502 0.590 -1.644 -0.1 -0.1 0.1
O -1.776 0.976 -0.282 -0.3 -0.1 0.0
C -4.048 3.376 -0.704 0.0 0.0 0.0
C -4.837 3.275 -1.848 0.0 0.0 0.0
C -5.036 4.375 -2.664 0.0 0.0 0.0
C -4.445 5.595 -2.355 -0.1 0.0 -0.1
C -3.660 5.700 -1.222 0.1 0.1 0.1
C -3.465 4.599 -0.398 0.0 0.0 0.0
C -5.080 1.582 0.732 0.1 0.0 -0.1
C -5.878 0.711 -0.006 0.0 0.0 0.0
C -7.059 0.209 0.525 0.0 0.0 0.0
C -7.470 0.573 1.798 0.0 0.0 0.1
C -6.681 1.443 2.537 0.0 0.0 0.1
C -5.499 1.940 2.011 0.0 0.0 0.0
H -2.074 2.395 1.121 0.0 0.0 -0.3
H -5.266 2.321 -2.115 0.0 0.0 0.0
H -5.644 4.270 -3.555 0.0 0.0 0.0
H -4.586 6.452 -3.004 0.0 0.0 0.0
H -3.174 6.637 -0.977 0.0 0.0 0.0
H -2.846 4.685 0.484 0.0 0.0 0.0
H -5.544 0.398 -0.985 0.0 0.0 0.0
H -7.652 -0.482 -0.063 0.0 0.0 0.0
H -8.388 0.179 2.219 0.0 0.0 0.0
H -6.979 1.733 3.538 0.0 0.0 0.0
H -4.879 2.599 2.601 0.0 0.0 0.0
Cl -0.363 8.135 -2.497 0.0 0.0 0.0
C -0.238 6.670 -1.543 0.1 0.0 -0.2
C -0.088 5.445 -2.181 0.0 0.1 0.3
C 0.009 4.307 -1.410 0.0 -0.2 -0.2
Cl 0.084 2.777 -2.267 0.1 0.3 0.4
C -0.005 4.304 0.023 0.0 0.2 -0.6
O 0.099 3.258 0.724 0.0 -0.4 0.4
C -0.185 5.602 0.570 -0.1 -0.1 0.2
Cl -0.350 5.701 2.306 0.1 0.0 0.0
C -0.312 6.758 -0.168 0.1 0.0 -0.1
H -0.065 5.375 -3.258 0.0 0.0 0.0
H -0.471 7.710 0.318 0.0 0.0 0.0
N 2.860 7.332 1.738 -0.1 0.0 0.0
C 3.095 6.143 1.025 0.0 0.0 -0.1
C 3.181 4.927 1.699 0.0 -0.1 -0.1
C 3.423 3.757 1.002 -0.1 0.0 0.3
C 3.573 3.783 -0.371 0.1 0.2 -0.3
C 3.490 4.990 -1.052 0.0 -0.1 0.0
C 3.259 6.166 -0.360 0.0 -0.1 0.1
S 4.086 2.333 -1.248 0.3 -0.2 0.2
O 4.057 2.648 -2.658 -0.1 0.2 -0.1
O 5.373 1.963 -0.699 0.0 0.1 0.1
N 2.929 1.296 -0.817 -0.2 -0.6 -0.6
C 2.914 0.131 -1.513 0.4 0.2 -0.1
N 3.987 -0.256 -2.230 0.2 -0.3 -0.3
C 3.882 -1.382 -2.906 0.1 0.0 0.0
C 2.759 -2.196 -2.900 -0.2 -0.1 0.1
C 1.709 -1.759 -2.104 0.5 -0.1 -0.3
N 1.788 -0.621 -1.445 -0.1 0.2 0.2
H 2.258 7.173 2.536 0.0 0.0 0.0
H 2.443 8.037 1.145 0.0 0.0 0.0
H 3.039 4.891 2.772 0.0 0.1 0.0
H 3.492 2.817 1.536 0.0 0.0 0.0
H 3.602 4.990 -2.128 0.0 0.0 0.0
H 3.170 7.102 -0.899 0.0 0.0 0.0
H 4.755 -1.669 -3.489 0.0 0.0 0.0
H 2.719 -3.116 -3.464 0.0 0.0 0.0
H 0.787 -2.320 -1.994 0.0 0.0 0.0
```
Positions in Å, forces in eV/Å.

## Properties
Charge: -2
Gap between HOMO and LUMO: 6.09 eV
ΔE to the lowest compared entry with this formula, charge and spin: 0.00 kcal per mole
E_tot: -5305.0525 hartree

Look up the gap between HOMO and LUMO of the first one. 8.55 eV

Number 3 is which compound? C3H6OS

Among the records above, which one has the lowest E_tot? C54H58BaCl3N5O6P2S

Among the records above, which one has the highest gap between HOMO and LUMO? C5H27NO8